Formula: C4H13N3
Source: the OMol25 dataset
Level of theory: wB97M-V/def2-TZVPD

Properties
* net charge: +2
* E_LUMO: -10.36 eV
* Kohn-Sham gap: 6.4 eV
* 2S+1: 1
* energy: -323.658309 a.u.
* energy relative to the best compared isomer or geometry (same formula, charge and spin): 616.1 kJ/mol
* E_HOMO: -16.73 eV

Element x y z (Å)
C  0.37077  0.70886  -0.81918
C  1.09956  1.02124  0.40576
C  0.77362  -0.28322  1.04931
C  -0.55360  -0.80639  1.08545
N  -1.59372  -0.07376  1.45530
N  1.92773  -1.23912  0.77866
N  -1.65829  0.67124  -2.96547
H  -0.53801  1.25806  -1.02210
H  0.36388  -0.25557  -1.30755
H  0.91120  1.95913  0.93506
H  2.15214  1.26678  0.16225
H  -0.77258  -1.63296  0.41453
H  -1.71199  0.92245  1.31704
H  -2.44957  -0.60249  1.52876
H  1.93953  -2.22436  1.05700
H  2.17376  -1.19392  -0.22519
H  2.69338  -0.65907  1.14770
H  -1.43037  0.08714  -3.76132
H  -1.34217  1.58450  -3.25220
H  -2.59253  0.38247  -2.72456

The net atomic charges from Löwdin, expressed in e, are: 0.24 -0.17 -0.16 -0.05 0.20 0.26 0.02 0.08 0.10 0.16 0.16 0.17 0.16 0.15 0.20 0.18 0.18 0.04 0.04 0.04

Formula: C4H13N3O
Source: the OMol25 dataset
Level of theory: wB97M-V/def2-TZVPD

Properties
* E_LUMO: 0.83 eV
* Kohn-Sham gap: 8.4 eV
* 2S+1: 1
* energy: -399.496866 a.u.
* energy relative to the best compared isomer or geometry (same formula, charge and spin): 657.5 kJ/mol
* E_HOMO: -7.56 eV

Element x y z (Å)
C  -2.46690  -1.24506  -0.91259
C  -0.99415  0.20088  0.80841
N  -1.10228  -0.83750  -0.73622
O  -0.73684  0.04160  -1.81585
H  -1.41826  0.73310  -1.88723
H  -2.69297  -1.99717  -0.15505
H  -2.61283  -1.68830  -1.90349
H  -3.18431  -0.40653  -0.78818
H  -1.30349  -0.59462  1.47689
H  -1.81257  0.86082  0.51442
H  -0.37542  0.91777  1.33924
N  1.42205  -0.00043  0.11985
N  1.54070  -1.40695  0.26143
C  2.18596  0.80999  0.94611
C  2.31891  2.12186  0.77250
H  1.05705  0.37820  -0.75852
H  2.16451  -1.74512  -0.47236
H  0.61089  -1.77045  0.02394
H  2.66827  0.26824  1.74686
H  1.85599  2.63928  -0.05693
H  2.87569  2.72039  1.47675

The net atomic charges from Löwdin, expressed in e, are: -0.14 0.05 -0.23 -0.11 0.09 0.09 0.09 0.08 0.05 0.04 0.04 -0.18 0.02 -0.25 -0.04 0.11 0.08 0.05 0.10 0.04 0.03

Formula: C4H13N3O
Source: the OMol25 dataset
Level of theory: wB97M-V/def2-TZVPD

Properties
* E_LUMO: 0.88 eV
* Kohn-Sham gap: 8.1 eV
* 2S+1: 1
* SMILES string: CC=C(N)N.CNO
* energy: -399.608637 a.u.
* energy relative to the best compared isomer or geometry (same formula, charge and spin): 364.0 kJ/mol
* E_HOMO: -7.27 eV

Element x y z (Å)
C  2.25485  -0.96419  -0.05746
C  1.06081  -0.17763  -0.54233
C  0.94030  1.17656  -0.27628
N  -0.18120  1.85469  -0.67560
N  1.79771  1.84069  0.57451
H  3.20280  -0.59070  -0.45862
H  2.32262  -0.95241  1.03224
H  2.17087  -1.99900  -0.38016
H  0.70871  -0.47755  -1.52351
H  -0.44269  2.65988  -0.12469
H  -0.98427  1.20616  -0.86406
H  2.72485  1.45519  0.65300
H  1.69031  2.83971  0.65754
C  -2.40098  -1.01572  1.05082
N  -1.74103  -0.51308  -0.13486
O  -2.02577  -1.39217  -1.25011
H  -2.12832  -0.36285  1.88169
H  -2.13167  -2.05171  1.29457
H  -3.49047  -0.97069  0.93727
H  -0.54780  -0.55947  -0.11467
H  -2.79966  -1.00572  -1.67929

The net atomic charges from Löwdin, expressed in e, are: -0.13 -0.22 -0.46 0.10 0.13 0.06 0.07 0.07 0.11 0.09 0.08 0.09 0.10 -0.14 -0.23 -0.12 0.07 0.07 0.07 0.11 0.07

Formula: C4H13N3O
Source: the OMol25 dataset
Level of theory: wB97M-V/def2-TZVPD

Properties
* E_LUMO: 0.96 eV
* Kohn-Sham gap: 9.6 eV
* 2S+1: 1
* SMILES string: [H]/N=C/[C@H](C)N.CNO
* energy: -399.620026 a.u.
* energy relative to the best compared isomer or geometry (same formula, charge and spin): 334.1 kJ/mol
* E_HOMO: -8.68 eV

Element x y z (Å)
H  -1.46725  -1.07359  -2.26653
N  -0.89459  -0.35883  -1.82706
C  0.36193  -0.51831  -1.92125
C  1.29202  0.39064  -1.18742
C  1.78449  -0.45020  0.09260
N  0.72475  1.64629  -0.76582
H  0.83865  -1.38172  -2.39819
H  2.16639  0.60029  -1.81845
H  2.52101  -1.17735  -0.23799
H  0.96959  -0.99332  0.55976
H  2.21429  0.23680  0.80802
H  -0.08054  1.48865  -0.16970
H  0.49138  2.23074  -1.55722
C  -1.11684  0.59724  2.05336
N  -1.75015  -0.14854  0.99144
O  -1.45509  -1.55223  1.13868
H  -1.58475  0.30791  2.99345
H  -0.03584  0.44180  2.14691
H  -1.30831  1.65526  1.87664
H  -1.43854  0.03890  -0.02571
H  -2.23259  -1.98044  1.51448

The net atomic charges from Löwdin, expressed in e, are: 0.07 0.09 -0.21 -0.42 -0.04 0.04 0.12 0.13 0.07 0.05 0.07 0.04 0.08 -0.15 -0.17 -0.12 0.07 0.06 0.08 0.06 0.08

Formula: C4H13N3O
Source: the OMol25 dataset
Level of theory: wB97M-V/def2-TZVPD

Properties
* E_LUMO: 1.00 eV
* Kohn-Sham gap: 9.7 eV
* 2S+1: 1
* SMILES string: N/C=C/N.CNCO
* energy: -399.663734 a.u.
* energy relative to the best compared isomer or geometry (same formula, charge and spin): 219.4 kJ/mol
* E_HOMO: -8.75 eV

Element x y z (Å)
N  1.67435  2.17333  2.33532
C  0.80984  1.71509  1.29358
C  -0.41408  2.18903  1.14386
N  -1.29575  1.75885  0.11889
H  2.35997  2.82902  1.98380
H  2.17425  1.41538  2.77623
H  1.19179  0.95735  0.60641
H  -0.76044  2.92552  1.86558
H  -1.93863  2.47707  -0.17518
H  -1.82444  0.93651  0.37350
C  0.62981  -2.74105  -0.42685
N  0.37897  -1.63264  -1.33016
C  -1.01513  -1.27462  -1.41044
O  -1.17680  -0.16414  -2.24683
H  0.42307  -2.44055  0.59747
H  1.67932  -3.02641  -0.49564
H  0.03106  -3.64184  -0.63393
H  0.70413  -1.86061  -2.26773
H  -1.64803  -2.06298  -1.83338
H  -1.36672  -1.06659  -0.39762
H  -0.61654  0.53429  -1.87688

The net atomic charges from Löwdin, expressed in e, are: 0.00 -0.22 -0.21 0.02 0.07 0.06 0.10 0.10 0.08 0.07 -0.14 -0.11 -0.36 -0.07 0.07 0.08 0.08 0.11 0.12 0.10 0.06

Formula: C4H13N3O
Source: the OMol25 dataset
Level of theory: wB97M-V/def2-TZVPD

Properties
* E_LUMO: 0.74 eV
* Kohn-Sham gap: 9.5 eV
* 2S+1: 1
* SMILES string: [H]/N=C(\N)NCCC.O
* energy: -399.665258 a.u.
* energy relative to the best compared isomer or geometry (same formula, charge and spin): 215.4 kJ/mol
* E_HOMO: -8.75 eV

Element x y z (Å)
H  0.53381  -3.43246  -0.86049
N  0.73926  -2.40797  -1.20723
C  0.08126  -1.37693  -0.75229
N  -0.98611  -1.42339  0.26980
N  0.23301  -0.12733  -1.26699
C  0.32762  0.96759  -0.20277
C  0.83039  0.42921  1.12919
C  1.70213  1.37229  2.03180
H  -1.87823  -1.00251  0.14505
H  -0.98412  -2.29041  0.64973
H  0.89325  0.02537  -2.06084
H  1.05513  1.76676  -0.56475
H  -0.62885  1.51808  -0.14019
H  1.31115  -0.53060  0.96530
H  0.01100  0.08931  1.76572
H  1.12352  1.49635  2.92699
H  2.59877  0.89301  2.20591
H  1.78371  2.36870  1.60052
O  -2.70091  0.85722  -2.19191
H  -2.44249  0.00593  -1.95998
H  -3.60330  0.80177  -2.48257

The net atomic charges from Löwdin, expressed in e, are: 0.08 0.07 -0.57 0.11 0.02 -0.18 -0.26 -0.07 0.08 0.03 0.15 0.13 0.11 0.09 0.08 0.06 0.04 0.07 -0.02 -0.03 0.03

Formula: C4H13N3O
Source: the OMol25 dataset
Level of theory: wB97M-V/def2-TZVPD

Properties
* E_LUMO: 0.71 eV
* Kohn-Sham gap: 9.8 eV
* 2S+1: 1
* energy: -399.568955 a.u.
* energy relative to the best compared isomer or geometry (same formula, charge and spin): 468.2 kJ/mol
* E_HOMO: -9.08 eV

Element x y z (Å)
C  -2.45056  0.02600  -0.02198
C  -2.12898  -1.40771  -0.43373
N  -2.12121  0.21091  1.37939
O  -1.83195  0.96798  -0.89048
H  -0.87359  0.78435  -0.90567
H  -3.52250  0.21274  -0.13182
H  -2.30395  1.17043  1.65243
H  -1.13211  0.03175  1.52931
H  -2.39550  -1.56231  -1.47811
H  -2.67909  -2.11306  0.18718
H  -1.06054  -1.60279  -0.31471
C  2.20345  1.62816  -0.18817
N  2.84858  -1.11794  0.32738
C  1.27781  0.47197  -0.41954
N  1.63461  -0.77691  -0.22915
H  3.31195  -0.40356  0.87847
H  2.78318  -2.00626  0.80285
H  1.10764  -0.28734  -1.39468
H  3.16917  1.49351  -0.68991
H  2.40731  1.72708  0.88524
H  1.75628  2.55298  -0.54427

The net atomic charges from Löwdin, expressed in e, are: -0.53 -0.05 0.05 -0.07 0.02 0.13 0.07 0.06 0.08 0.07 0.05 -0.10 0.03 -0.24 -0.13 0.07 0.09 0.19 0.08 0.08 0.07

Formula: C4H13N3O
Source: the OMol25 dataset
Level of theory: wB97M-V/def2-TZVPD

Properties
* E_LUMO: 0.88 eV
* Kohn-Sham gap: 9.2 eV
* 2S+1: 1
* SMILES string: CN(C)[C@](N)(O)CN
* energy: -399.697302 a.u.
* energy relative to the best compared isomer or geometry (same formula, charge and spin): 131.2 kJ/mol
* E_HOMO: -8.28 eV

Element x y z (Å)
C  2.00684  -0.25327  -0.39701
N  0.86973  0.03891  0.44537
C  0.78198  1.43828  0.79400
C  -0.41751  -0.72915  0.19652
N  -1.33758  -0.38541  1.24260
O  -0.08664  -2.09559  0.19133
C  -1.03048  -0.41376  -1.18134
N  -1.80817  0.79914  -1.29403
H  2.91908  -0.09543  0.18434
H  2.05440  0.40204  -1.27947
H  1.96484  -1.28904  -0.72861
H  -0.16135  1.63553  1.29746
H  0.87258  2.09791  -0.08186
H  1.59880  1.67645  1.48145
H  -0.94229  -0.58259  2.15514
H  -2.23864  -0.82160  1.08929
H  0.49364  -2.26965  0.94382
H  -0.14534  -0.33485  -1.84631
H  -1.65834  -1.26474  -1.45782
H  -1.22015  1.61755  -1.18754
H  -2.51537  0.82927  -0.56735

The net atomic charges from Löwdin, expressed in e, are: -0.11 -0.20 -0.11 -0.61 0.09 0.00 -0.20 0.02 0.09 0.08 0.08 0.07 0.08 0.08 0.09 0.09 0.10 0.12 0.12 0.06 0.06